Here is a gas-phase ion, C7H13N2 (charge +1) at a distorted geometry from the Open Molecules 2025 dataset. Energies are from ωB97M-V/def2-TZVPD.

Output
Relative energy (zero: lowest compared OMol25 entry of this formula, charge and spin), eV: 2.604
Spin multiplicity: 1
E_LUMO, eV: -4.097
Net charge: +1
Frontier orbital gap, eV: 9.9036
F_max, Eh/bohr: 0.05502

Last column: natural (NBO) charge in e.
Cartesian coordinates (Å):
N 1.296 1.453 0.837  -0.632
N 3.213 -0.093 0.089  -0.852
C 0.928 0.606 -0.051  0.521
C -2.650 2.046 -0.322  -0.194
C -1.773 1.235 -0.377  0.028
C -0.565 0.317 -0.427  -0.382
C 1.986 -0.238 -0.675  -0.324
C -0.948 -0.907 0.472  -0.369
C -2.328 -1.443 0.107  -0.613
H -3.105 -0.721 0.340  0.229
H -0.946 -0.596 1.518  0.216
H 4.035 -0.156 -0.498  0.403
H -3.500 2.661 -0.288  0.253
H 0.664 2.093 1.304  0.444
H 1.631 -1.272 -0.794  0.240
H 2.131 0.150 -1.692  0.266
H 3.296 -0.805 0.809  0.389
H -0.215 -1.705 0.349  0.208
H -2.526 -2.350 0.674  0.236
H -0.538 -0.044 -1.463  0.260
H -2.391 -1.685 -0.951  0.215
H 2.306 1.451 1.038  0.459